This record from the Open Molecules 2025 dataset describes an isolated molecule of C28H38N6O2 in a non-equilibrium geometry. The level of theory is ωB97M-V with the def2-TZVPD basis set.

Values from the calculation:
Energy (eV): -42681.8160
Relative energy (zero: lowest compared OMol25 entry of this formula, charge and spin) (kJ/mol): 658.0
HOMO energy (Ha): -0.2310
Gap between HOMO and LUMO (eV): 3.81
Molecular weight (g/mol): 490.65

Each line ends with the Mulliken charge.
Positions of all 74 atoms, in Å:
C  0.4668  -2.3568  2.0973  -1.302
C  0.5895  -0.9782  1.5406  -1.279
C  -0.4294  -0.4469  0.5739  1.692
C  -1.0543  0.7950  1.2736  -1.312
O  -0.6500  1.9226  1.0552  -0.643
N  -2.1505  0.5638  2.0348  0.402
C  -2.8512  1.7276  2.4916  -0.821
C  -2.6218  -0.7381  2.5202  -0.503
N  1.4668  -0.0649  1.8565  1.125
N  2.3016  -0.3151  2.8140  -1.306
C  2.8868  0.8907  3.1838  0.361
N  3.7845  0.5805  4.1598  -0.408
O  2.7026  1.9977  2.6793  -0.621
H  -0.5547  -2.6086  2.4324  0.270
H  0.7766  -3.1045  1.3414  0.082
H  1.1502  -2.3672  2.9632  0.382
H  -1.3182  -1.1050  0.5317  1.543
H  -2.1318  2.5001  2.7844  0.259
H  -3.4860  2.0798  1.6660  0.131
H  -3.4666  1.4100  3.3249  0.392
H  -1.8230  -1.3939  2.9108  0.067
H  -3.2959  -0.5139  3.3569  0.363
H  -3.2146  -1.2699  1.7508  0.205
H  3.6999  -0.3152  4.5997  0.231
H  4.1061  1.3665  4.6978  0.270
C  -5.5926  3.5064  -1.0178  -1.593
C  -4.2910  2.7710  -1.1654  0.724
C  -3.1059  3.5193  -1.1734  -1.140
C  -1.8632  2.8888  -1.2844  1.472
C  -0.6129  3.7123  -1.2531  -2.145
C  -1.8212  1.4912  -1.3447  -0.247
N  -0.5404  0.9159  -1.5179  1.453
C  0.0096  -0.1872  -0.8021  -0.086
N  1.3283  -0.2616  -1.3420  0.593
C  2.1877  -1.3443  -1.0378  -0.619
C  1.6751  -2.6694  -0.9022  0.814
C  0.3017  -2.9767  -1.0569  -1.066
C  2.6050  -3.6788  -0.4886  -0.678
C  3.9409  -3.3954  -0.2580  0.789
C  4.8689  -4.4500  0.2837  -1.570
C  4.4189  -2.1042  -0.5428  -0.886
C  3.5522  -1.0854  -0.9534  1.358
C  4.1135  0.2846  -1.1736  -1.873
C  1.3938  0.3710  -2.6221  -0.752
C  0.0720  1.0721  -2.7736  -0.595
C  -2.9833  0.7254  -1.4518  1.210
C  -2.9679  -0.7429  -1.7353  -1.174
C  -4.2233  1.3871  -1.3282  -1.562
H  -6.4326  2.8110  -1.0109  0.380
H  -5.6074  4.0849  -0.0858  0.329
H  -5.7316  4.2191  -1.8392  0.349
H  -3.1408  4.6071  -1.0741  0.419
H  0.1781  3.2186  -0.6791  0.331
H  -0.2329  3.9439  -2.2562  0.373
H  -0.8126  4.6712  -0.7605  0.460
H  -0.0859  -3.8928  -0.5985  0.336
H  -0.4196  -1.1755  -0.8452  -0.642
H  -0.2604  -2.5756  -1.9106  0.331
H  2.2569  -4.7037  -0.3212  0.385
H  5.9010  -4.0886  0.2975  0.358
H  4.5890  -4.7281  1.3081  0.314
H  4.8222  -5.3612  -0.3226  0.355
H  5.4788  -1.8755  -0.4040  0.309
H  5.1007  0.3497  -0.7019  0.464
H  4.2553  0.5112  -2.2390  0.307
H  3.4803  1.0594  -0.7264  0.355
H  2.2149  1.0791  -2.6896  0.466
H  1.5555  -0.3184  -3.4395  0.320
H  -0.5396  0.6484  -3.5647  0.217
H  0.1788  2.1215  -3.0264  0.422
H  -3.9997  -1.0986  -1.8864  0.512
H  -2.3972  -0.9854  -2.6472  0.172
H  -2.5524  -1.3342  -0.9048  0.096
H  -5.1480  0.8072  -1.3709  0.280